{"formula": "C8H29N9O6", "method": "ωB97M-V/def2-TZVPD", "species": ["O", "O", "O", "O", "O", "O", "N", "N", "N", "N", "N", "N", "N", "N", "N", "C", "C", "C", "C", "C", "C", "C", "C", "H", "H", "H", "H", "H", "H", "H", "H", "H", "H", "H", "H", "H", "H", "H", "H", "H", "H", "H", "H", "H", "H", "H", "H", "H", "H", "H", "H", "H"], "coordinates": [[-13.99262, -7.96293, 12.88611], [-18.41738, -5.88788, 19.38796], [-11.67724, -3.29547, 12.94464], [-14.78514, -1.85738, 19.05962], [-15.96853, -5.97949, 16.87497], [-16.71305, -9.93394, 19.65308], [-14.60853, -4.18523, 16.71761], [-14.31985, -8.18884, 15.12729], [-16.83863, -8.61568, 17.76022], [-15.89299, -4.42863, 18.60088], [-15.36771, -6.50654, 13.99722], [-12.16513, -3.92801, 15.07968], [-16.18950, -7.72106, 19.75670], [-11.90980, -5.51948, 13.42678], [-18.10617, -0.36459, 19.02920], [-13.69547, -1.71800, 19.95899], [-16.55287, -8.85889, 19.07520], [-17.01052, -1.13594, 18.42487], [-14.52016, -7.55749, 13.91888], [-15.53639, -4.93374, 17.38300], [-16.64509, -0.59674, 17.05129], [-15.87820, -1.04281, 19.43668], [-11.92233, -4.18803, 13.74726], [-16.30435, -1.23288, 20.43070], [-13.30958, -2.72310, 20.13793], [-17.37912, -9.19171, 17.15184], [-15.84352, -6.10732, 13.20755], [-13.88849, -9.09286, 15.07303], [-12.37276, -6.08987, 14.11480], [-14.05925, -4.49431, 15.93907], [-15.81481, -1.07014, 16.51152], [-15.74122, -6.13353, 14.85981], [-18.90162, -0.22041, 18.41352], [-12.08902, -5.77296, 12.46786], [-12.90380, -1.05043, 19.60995], [-11.93941, -4.65259, 15.74016], [-14.64686, -7.80425, 15.99253], [-17.21963, -2.20342, 18.35561], [-16.71745, -4.78958, 19.06795], [-19.36721, -5.75298, 19.47464], [-11.89116, -2.99462, 15.35086], [-14.26254, -3.36192, 17.18469], [-16.18468, -6.89486, 19.18401], [-15.65865, -7.86098, 20.59507], [-16.31228, 0.44561, 17.09249], [-15.42979, -3.59460, 18.95412], [-13.94335, -1.31065, 20.94354], [-18.25753, -6.77487, 19.74355], [-16.45026, -7.71963, 17.49176], [-17.42567, -0.66953, 16.29038], [-17.78120, 0.59841, 19.11630], [-15.59786, 0.01345, 19.57702]], "forces_ev_per_angstrom": [[-0.39, 0.33, 0.42], [-0.21, -0.11, 0.18], [-0.45, -0.48, 0.62], [0.02, 0.60, 0.68], [-0.15, 0.09, 0.52], [0.35, 0.69, -0.54], [-0.19, 0.55, 0.91], [0.44, 0.21, -0.46], [1.08, 1.01, 0.88], [-0.05, -0.63, -0.31], [-0.80, 1.47, 0.01], [-0.18, 0.23, 0.38], [-0.26, -0.23, -0.56], [-0.29, 0.17, 0.61], [-0.15, 0.33, 0.03], [0.56, -0.33, 0.54], [-1.31, -1.94, 0.51], [0.21, 0.33, -0.29], [-0.03, -0.92, -0.14], [0.61, 0.33, -0.27], [0.91, 0.17, -1.10], [-0.65, 1.13, 0.11], [0.91, 0.48, -1.52], [0.23, -0.90, -0.05], [0.28, 0.11, -0.10], [0.05, -0.34, 0.09], [0.65, -0.34, -0.51], [0.16, 0.09, 0.22], [-0.04, -0.48, -0.31], [-0.24, -0.28, -0.27], [0.11, -0.45, 0.62], [0.21, -0.64, 0.40], [0.05, -0.66, -0.17], [0.02, 0.06, 0.05], [-0.10, -0.16, -0.52], [0.24, 0.00, 0.08], [-0.26, -0.12, 0.10], [-0.63, 0.05, -0.04], [0.00, 0.00, -0.20], [0.09, 0.09, -0.07], [0.03, -0.13, -0.01], [-0.04, 0.08, -0.12], [0.68, 0.38, 0.53], [0.10, 0.33, 0.02], [-0.33, 0.11, 0.25], [-0.27, -0.18, -0.20], [-0.61, -0.12, -0.11], [0.12, 0.12, -0.03], [-0.72, -0.10, -1.01], [-0.46, 0.09, 0.47], [0.20, -0.13, 0.28], [0.46, 0.01, -0.57]], "orbital_gap_ev": 9.7991, "lumo_ha": 0.0046, "smiles": "COC[C@H](C)N.NC(N)=O.NC(N)=O.NC(N)=O.NC(N)=O.O", "de_lowest_kcal_mol": 0.00, "e_homo_ha": -0.3555}

{"formula": "C4H7N2", "method": "ωB97M-V/def2-TZVPD", "species": ["N", "N", "C", "C", "C", "C", "H", "H", "H", "H", "H", "H", "H"], "coordinates": [[0.64891, -0.12525, -0.64415], [-0.67866, 0.83759, 1.15146], [-0.84889, -0.20715, -0.91747], [0.64741, 0.65833, 0.87818], [-1.46968, 0.31703, 0.32230], [1.24501, -0.67004, 0.54310], [1.22099, 0.00855, -1.46687], [0.76702, -1.55415, 0.83768], [-2.47190, 0.40407, 0.60508], [-1.23981, -1.20530, -1.09518], [1.13699, 1.60130, 0.99790], [2.25406, -0.70120, 0.50834], [-1.21146, 0.63621, -1.72037]], "forces_ev_per_angstrom": [[-1.90, 0.90, -1.68], [0.49, -0.84, 1.05], [-0.18, 1.99, -1.02], [-0.26, 0.11, -0.69], [1.10, 0.58, 0.74], [-3.17, 1.12, 0.70], [0.17, 0.36, 0.10], [-0.54, -1.14, 0.96], [-1.80, -0.38, -0.45], [0.33, -0.11, -0.59], [1.30, 0.02, -0.29], [3.11, -0.14, -0.17], [1.34, -2.48, 1.33]], "orbital_gap_ev": 11.5686, "lumo_ha": -0.1500, "smiles": "C1=N[C@H]2C[N@H+]2C1", "total_charge": 1, "de_lowest_kcal_mol": 79.14, "e_homo_ha": -0.5752}

{"formula": "C14H24ClI2OP2Rh", "method": "ωB97M-V/def2-TZVPD", "species": ["I", "I", "Rh", "Cl", "P", "P", "O", "C", "C", "C", "C", "C", "C", "C", "C", "C", "C", "C", "C", "C", "C", "H", "H", "H", "H", "H", "H", "H", "H", "H", "H", "H", "H", "H", "H", "H", "H", "H", "H", "H", "H", "H", "H", "H", "H"], "coordinates": [[-0.75446, 1.76996, -4.32278], [-0.07335, -0.72548, -5.31371], [-0.35061, 0.20683, -0.74467], [0.47522, 2.39506, 2.26208], [-2.62243, -0.05314, -1.07590], [1.90885, 0.05540, -1.06782], [-0.59111, 3.16689, -1.24734], [2.75346, 1.61105, -0.66028], [2.70712, -1.20515, -0.02598], [-3.41228, -1.29886, -0.01521], [-3.55857, 1.47037, -0.72555], [0.73382, -1.56230, 2.87154], [0.31384, -0.32881, 2.33485], [-0.76660, -0.28633, 1.31944], [1.82613, 0.79424, 3.88863], [-3.11372, -0.52600, -2.75819], [2.39000, -0.40101, -2.76049], [-0.48982, 2.02225, -1.06361], [0.89701, 0.84650, 2.85607], [1.65256, -1.60661, 3.91694], [2.20449, -0.43704, 4.42649], [2.62615, -0.92653, 1.03058], [-2.79096, 0.25850, -3.46170], [2.24486, 1.73050, 4.25189], [1.89717, -1.34576, -3.02272], [2.46586, 2.38218, -1.38395], [-2.60127, -1.45576, -3.03390], [-1.54260, 0.44162, 1.59427], [-4.63262, 1.25387, -0.78401], [3.48002, -0.51467, -2.86043], [2.93163, -0.46543, 5.24117], [2.19343, -2.16093, -0.18088], [-3.25127, -1.04852, 1.03714], [0.30054, -2.48075, 2.46845], [-3.29148, 2.24584, -1.45285], [3.76626, -1.31122, -0.29740], [-1.20912, -1.28443, 1.20161], [-4.48801, -1.33024, -0.22377], [2.03265, 0.37098, -3.45382], [-2.96499, -2.27550, -0.22943], [1.94020, -2.57751, 4.32944], [-3.31038, 1.81895, 0.28370], [-4.20698, -0.64609, -2.80911], [3.84319, 1.48375, -0.67864], [2.43817, 1.92932, 0.33985]], "forces_ev_per_angstrom": [[-0.17, 1.75, 0.30], [0.27, -1.66, -0.82], [-0.83, -1.06, -0.48], [-0.04, -0.48, 0.18], [-1.24, 0.59, 0.47], [1.20, 0.39, 0.85], [0.29, -3.23, 1.01], [0.38, -0.11, -0.13], [0.18, -0.06, -0.09], [0.02, -0.02, -0.07], [-0.09, -0.21, -0.05], [-1.09, 0.67, -1.14], [-0.54, 0.85, -0.55], [0.31, -0.35, 0.04], [1.00, 0.05, 0.97], [0.30, 0.11, -0.20], [-0.15, 0.11, -0.09], [-0.13, 3.94, -1.22], [-1.53, -0.59, -1.60], [1.72, 0.29, 1.76], [0.25, -1.05, 0.37], [0.08, -0.02, -0.26], [-0.31, -0.40, 0.33], [0.00, -0.20, 0.07], [0.21, 0.15, 0.04], [0.07, -0.10, 0.14], [-0.27, 0.10, -0.02], [0.24, -0.18, -0.08], [0.20, 0.18, 0.00], [-0.33, 0.05, 0.14], [-0.29, -0.05, -0.30], [0.17, 0.08, 0.05], [-0.20, -0.10, -0.19], [0.16, 0.24, 0.16], [-0.12, -0.13, 0.16], [-0.24, -0.04, 0.12], [0.13, 0.26, 0.27], [0.22, -0.05, 0.04], [0.19, -0.17, 0.17], [-0.17, 0.06, 0.10], [-0.04, 0.37, -0.08], [-0.11, 0.00, -0.18], [0.37, -0.05, 0.08], [-0.20, 0.12, -0.02], [0.12, -0.05, -0.24]], "s_squared": 6.0373, "orbital_gap_ev": [5.7080, 3.5519], "lumo_ha": [-0.2655, -0.3987], "total_charge": 2, "de_lowest_kcal_mol": 33.79, "multiplicity": 5, "e_homo_ha": [-0.4753, -0.5292]}

{"formula": "C3H6N4O", "method": "ωB97M-V/def2-TZVPD", "species": ["O", "N", "N", "N", "N", "C", "C", "C", "H", "H", "H", "H", "H", "H"], "coordinates": [[-0.26338, 1.30162, -0.57147], [-2.16979, 0.47648, 0.47477], [-2.05494, -1.75324, -0.00109], [0.92085, -0.69673, -0.56912], [-0.21712, -0.18086, -0.74369], [1.81847, -0.09496, 0.63086], [-1.34240, -0.63568, -0.03797], [-1.52589, 1.55574, -0.05667], [2.77303, -0.49663, 0.43967], [-1.63928, 2.66554, 0.18546], [1.71381, -0.63998, 1.80758], [-1.60719, -2.43314, -0.65137], [1.58672, -0.12397, -1.35692], [2.00711, 1.05580, 0.44996]], "forces_ev_per_angstrom": [[-1.59, 0.16, -0.22], [3.73, 3.72, -2.90], [3.42, 1.44, -1.37], [8.81, 2.33, -0.43], [-5.36, 1.95, 0.02], [-0.75, -0.67, 1.82], [-5.49, -1.16, 0.92], [0.51, -2.68, 3.20], [1.17, -0.72, -0.76], [-0.44, -1.79, -0.70], [-0.66, 2.30, -3.45], [-0.06, 0.15, 0.82], [-2.17, -2.83, 1.88], [-1.12, -2.20, 1.16]], "orbital_gap_ev": 9.3283, "lumo_ha": 0.0163, "smiles": "[H]/N=c1/ncon1NC", "de_lowest_kcal_mol": 158.16, "e_homo_ha": -0.3266}

{"formula": "C4H10", "method": "ωB97M-V/def2-TZVPD", "species": ["C", "C", "C", "C", "H", "H", "H", "H", "H", "H", "H", "H", "H", "H"], "coordinates": [[1.19897, -5.53430, 0.44237], [-0.94040, 3.16012, 0.25465], [1.86179, -4.63473, -0.25409], [-1.21577, 4.57307, -0.35111], [-1.81810, 2.78664, 0.70320], [-1.52210, 4.65161, -1.39422], [-0.32281, 5.12897, -0.29976], [2.17304, -4.94636, -1.18482], [-1.94604, 5.13234, 0.28810], [-0.12021, 3.16127, 1.00021], [1.51462, -6.63981, 0.61892], [1.62166, -3.55691, 0.07706], [-0.52184, 2.31938, -0.40217], [0.03717, -5.60127, 0.50167]], "forces_ev_per_angstrom": [[-2.73, -4.52, 0.64], [1.80, -0.53, -1.13], [-1.88, 3.02, 2.30], [-0.59, -0.58, 0.82], [-0.96, -0.59, 0.62], [-0.29, -0.52, 0.10], [1.20, 0.82, 0.05], [2.88, -0.23, -1.46], [0.46, -0.60, -0.59], [-0.69, 0.56, 0.02], [-0.13, 1.62, -1.50], [-0.06, -1.43, -1.81], [-0.93, 1.45, 0.10], [1.92, 1.54, 1.83]], "orbital_gap_ev": 9.4139, "lumo_ha": 0.0249, "smiles": "C=C.CC", "de_lowest_kcal_mol": 89.48, "e_homo_ha": -0.3211}

{"formula": "C4H14NO", "method": "ωB97M-V/def2-TZVPD", "species": ["O", "N", "C", "C", "C", "C", "H", "H", "H", "H", "H", "H", "H", "H", "H", "H", "H", "H", "H", "H"], "coordinates": [[0.63321, 2.63367, -1.67390], [-0.82413, 0.63562, -0.42561], [-0.24216, -0.10641, 0.73918], [1.29123, -1.52418, -0.76459], [0.17381, -1.48459, 0.29385], [-1.16459, -0.06103, 1.94756], [-0.71060, -1.95140, -0.12771], [1.32773, -2.52870, -1.20463], [0.52703, -2.09850, 1.11753], [0.56534, 3.50143, -1.28362], [-1.16521, 0.95528, 2.35275], [-0.17225, 0.60109, -1.17193], [2.27557, -1.60539, -0.29639], [1.41663, 2.64402, -2.23507], [-2.22160, -0.25114, 1.74641], [-1.63028, 0.09303, -0.75268], [-0.83639, -0.73055, 2.72101], [1.19417, -0.78401, -1.55401], [-1.06601, 1.60012, -0.47119], [0.62850, 0.46164, 1.04303]], "forces_ev_per_angstrom": [[-0.06, -0.63, -0.07], [-0.93, -2.01, -0.63], [0.53, 0.65, 1.73], [0.20, -1.40, 0.52], [0.26, -0.14, -1.15], [-0.74, 0.98, -0.33], [-0.31, -0.43, 0.05], [-0.68, 0.27, -0.43], [-0.37, 0.22, 0.35], [0.14, 0.53, 0.05], [0.13, -0.10, 0.12], [1.12, -0.15, -1.10], [0.04, 1.21, 0.04], [-0.04, 0.14, 0.02], [0.10, -0.42, -0.27], [-0.13, 0.20, 0.06], [0.23, -0.31, 0.22], [0.40, 0.02, -0.07], [-0.27, 1.21, 1.14], [0.40, 0.15, -0.24]], "orbital_gap_ev": 12.4998, "lumo_ha": -0.1156, "total_charge": 1, "de_lowest_kcal_mol": 13.68, "e_homo_ha": -0.5750}

The E results, record by record, are as follows: -1266.6083 -265.7824 -2471.2723 -411.9569 -158.2603 -290.5534 Ha.